1.
C10H34NO7 | ωB97M-V/def2-TZVPD

Computed properties:
Electronic energy in Ha: -982.42781
ΔE to the lowest compared entry with this formula, charge and spin in eV: 4.619
Highest occupied orbital energy in eV: -11.883
Orbital gap in eV: 7.98

```
! RIJCOSX wB97M-V def2-TZVPD def2/J DEFGRID3
* xyz 1 1
N -14.07934 13.46304 -8.58143
H -13.15897 13.43891 -8.99669
H -14.67665 12.84997 -9.11758
H -14.51241 14.34839 -8.36073
H -13.84946 12.91363 -7.76570
C -12.04651 18.49723 -4.67723
C -13.49810 18.70928 -4.32246
O -14.02545 17.47569 -4.79052
H -11.86420 18.47989 -5.75174
H -11.73580 17.51980 -4.30820
H -11.45213 19.24099 -4.14655
H -13.91685 19.54030 -4.89003
H -13.64915 18.78180 -3.24540
H -14.27178 16.99282 -3.99821
C -8.54901 15.85865 -11.13991
C -8.91124 14.74651 -10.12593
O -9.57298 13.59844 -10.75679
H -9.37441 16.50744 -11.43298
H -8.25379 15.42236 -12.09416
H -7.66606 16.38155 -10.77239
H -9.33319 15.26691 -9.26613
H -8.00882 14.30352 -9.70463
H -8.89995 13.27313 -11.35911
C -14.09873 10.62580 -14.49723
C -14.45703 9.70181 -13.31420
O -15.38647 10.27110 -12.44622
H -13.40084 11.42377 -14.24373
H -14.98579 11.10000 -14.91720
H -13.64559 10.07126 -15.31897
H -13.61528 9.38915 -12.69631
H -14.90399 8.76078 -13.63480
H -16.26808 10.11539 -12.79282
C -14.85583 9.14290 -4.97647
C -13.46483 9.58149 -4.44852
O -13.13736 10.98907 -4.64147
O -16.01210 9.83401 -4.43132
H -14.90502 8.05406 -4.98702
H -14.87357 9.42290 -6.02975
H -12.70598 8.85417 -4.73705
H -13.47944 9.46222 -3.36517
H -12.18428 10.98199 -4.52653
H -16.13300 9.37970 -3.59431
C -20.67505 14.40141 -5.89187
C -20.93733 15.93588 -6.23684
O -21.67407 16.10884 -7.43276
O -20.08211 13.50027 -6.85447
H -21.64189 13.98813 -5.60459
H -20.08466 14.26072 -4.98648
H -19.95229 16.38271 -6.37153
H -21.65435 16.45182 -5.59825
H -22.34026 15.41763 -7.42748
H -19.74982 12.76016 -6.34121
*
```



2.
C9H20N2OP | ωB97M-V/def2-TZVPD

Computed properties:
Electronic energy in Ha: -880.68781
ΔE to the lowest compared entry with this formula, charge and spin in eV: 0.761
Highest occupied orbital energy in eV: -12.586
Orbital gap in eV: 8.04

```
! RIJCOSX wB97M-V def2-TZVPD def2/J DEFGRID3
* xyz 1 1
O 0.38881 1.37510 -1.34442
P 1.89516 1.23569 -0.97157
C 2.57097 3.03231 -1.01061
C 2.48172 3.94486 -2.24980
N 3.09335 5.15511 -1.69564
C 3.49214 4.98613 -0.31254
N 3.18872 3.64791 0.15876
H 2.54036 0.42963 -1.97963
H 2.08702 0.70059 0.35907
H 2.05465 3.77054 -3.29337
H 3.19765 6.03409 -2.22043
H 3.96448 5.78301 0.34952
H 3.34574 3.24769 1.09682
C 0.65624 -2.75431 0.60168
C -0.35073 -1.86348 -0.11601
C -1.26205 -1.09748 0.84428
C -2.15790 -1.96934 1.72906
C -3.08495 -2.92376 0.97474
C -4.09184 -2.20518 0.08701
H 0.16359 -3.52932 1.19338
H 1.30344 -3.25477 -0.12396
H 1.29187 -2.16452 1.27001
H -0.94319 -2.46475 -0.81357
H 0.19931 -1.13935 -0.72514
H -1.88313 -0.40826 0.26215
H -0.64364 -0.46572 1.49400
H -2.76427 -1.31109 2.36215
H -1.53558 -2.55316 2.41577
H -3.63334 -3.52606 1.70689
H -2.50239 -3.62912 0.37374
H -4.71858 -1.53094 0.67711
H -4.74526 -2.93007 -0.40512
H -3.59837 -1.62200 -0.69435
*
```



3.
H32O16 | ωB97M-V/def2-TZVPD

Computed properties:
Electronic energy in Ha: -1222.97046
ΔE to the lowest compared entry with this formula, charge and spin in eV: 0.971
Highest occupied orbital energy (spin up / spin down) in eV: -0.225 / -8.065
Orbital gap (spin up / spin down) in eV: 2.62 / 10.29

```
! RIJCOSX wB97M-V def2-TZVPD def2/J DEFGRID3
* xyz -1 2
O -1.18725 -3.06387 4.11059
H -1.89323 -2.58374 3.63772
H -1.16953 -2.69812 5.00278
O 2.23702 -0.05054 -0.13408
H 2.08548 0.08127 0.80071
H 2.27511 -0.88790 -0.59333
O -3.05742 -0.99580 2.42885
H -2.32470 -0.54851 1.96664
H -3.50128 -0.24333 2.84710
O -1.27001 4.63884 -0.93079
H -0.54595 4.97846 -1.55993
H -2.00467 5.10767 -1.34689
O 2.88892 -3.59837 -0.68188
H 2.85795 -4.51079 -0.35345
H 1.94033 -3.38496 -0.57142
O -0.46146 4.99653 2.11848
H -0.13290 5.82934 1.76083
H -1.03708 4.57672 1.45383
O 0.78809 -1.25943 -2.91197
H 0.23396 -0.47043 -2.77541
H 1.16995 -1.06207 -3.77676
O -0.14404 2.76543 -2.03743
H 0.57308 2.12057 -2.06104
H -0.35964 2.80196 -1.10029
O -0.43481 -2.72061 -0.17539
H -1.08237 -2.00267 -0.20308
H 0.22501 -2.66092 -0.87166
O -2.39785 3.20745 3.50790
H -1.97756 2.47735 3.04176
H -2.27941 4.07159 3.11369
O 2.68307 1.88114 -2.07340
H 2.95016 1.41648 -2.87120
H 2.49055 1.18010 -1.41604
O 3.55332 -2.21045 1.65335
H 3.10239 -3.02034 1.91983
H 3.75070 -2.30435 0.70278
O -2.48720 -5.07841 2.23554
H -2.96355 -4.24695 2.20078
H -1.97592 -5.17140 3.04381
O -3.12209 0.13593 -2.90494
H -4.05931 -0.01654 -3.10474
H -3.21865 0.47630 -2.00147
O 1.75064 -5.05458 -2.57279
H 2.40730 -4.47479 -2.12488
H 0.90256 -4.80703 -2.18144
O 1.02367 5.63360 -1.47853
H 1.48569 5.46122 -0.64262
H 1.71290 5.28895 -2.09008
*
```



4.
C3H3Li2O3Sr | ωB97M-V/def2-TZVPD

Computed properties:
Electronic energy in Ha: -387.24202
ΔE to the lowest compared entry with this formula, charge and spin in eV: 1.736
Highest occupied orbital energy (spin up / spin down) in eV: -7.970 / -7.667
Orbital gap (spin up / spin down) in eV: 2.84 / 2.63

```
! RIJCOSX wB97M-V def2-TZVPD def2/J DEFGRID3
* xyz 1 1
O -0.23760 0.15089 0.23583
C 0.29916 1.28049 -0.34112
C 0.47158 -0.50863 1.23516
O -0.46220 1.60235 -1.28642
C 0.97189 -1.72727 1.06432
Li -0.23888 2.99261 -2.53220
H 0.50837 0.07159 2.15589
H 1.51116 -2.19156 1.88891
H 0.90812 -2.26150 0.11393
Li 2.11784 1.87741 0.63872
Sr -2.29149 0.09853 -1.28383
O -3.55793 -1.38490 -1.88918
*
```